18
Properties=species:S:1:pos:R:3:forces:R:3 method="wB97M-V/def2-TZVPD" homo_energy_ev=-8.5 e_lumo_ev=0.48 e_tot_ev=-31681.542 gap_ev=8.9975
C -0.44183 0.25775 2.61678 -0.0333 -0.0934 -0.0582
N 0.40543 1.04634 1.73418 -0.0143 0.2215 0.1686
C -0.26502 1.57862 0.55234 0.0466 -0.0349 -0.0959
Si -0.41148 0.38653 -0.86802 -0.2649 0.2085 0.4437
O -0.31576 1.21704 -2.26533 0.1037 0.1714 -0.0371
I -2.57795 -0.78239 -0.84800 0.0492 -0.0874 -0.0057
O 0.79341 -0.71172 -0.73695 -0.1941 -0.2731 -0.2267
Si 1.12521 -1.93776 -1.80367 0.3073 -0.1239 0.0926
H -0.01187 0.22841 3.61823 0.0407 -0.0268 -0.0131
H -1.42095 0.73262 2.69111 0.0219 0.0085 0.0394
H -0.59853 -0.77464 2.28069 -0.0763 -0.0192 -0.0292
H 1.21344 0.50748 1.45745 0.0950 -0.0028 0.0400
H -1.25245 1.94599 0.83412 0.0029 0.0641 -0.0020
H 0.28720 2.44167 0.16421 0.0196 0.0263 0.0601
H -0.24325 0.71111 -3.07335 -0.0619 -0.0218 -0.3447
H 1.47520 -1.33272 -3.10833 -0.0515 -0.0283 -0.0396
H 2.27872 -2.68816 -1.28425 0.0137 0.0030 0.0134
H -0.03954 -2.82618 -1.96120 -0.0043 0.0083 -0.0055